No. 1
Here is 7 unconnected molecules or ions with the total composition C13H42N12O7 at a distorted geometry from the Open Molecules 2025 dataset. Energies are from the ωB97M-V functional and the def2-TZVPD basis.

As for the SMILES: COC[C@H](C)N.COC[C@H](C)N.NC(N)=O.NC(N)=O.NC(N)=O.NC(N)=O.NC(N)=O. The LUMO energy is 0.37 eV. The value obtained for the total energy is -1704.307107 a.u. As for the total charge: 0. The largest force on an atom comes out at 6.6 eV/Å. The energy above the lowest of the compared OMol25 structures with the same formula, charge and spin comes out at 106.7 kcal per mole.

CARTESIAN COORDINATES (ANGSTROEM)
C  -2.67283  2.66248  -2.70310
C  -1.95244  2.40310  -1.35237
C  -0.43855  2.22686  -1.55419
O  0.30129  2.51094  -0.40971
C  1.68483  2.73296  -0.51656
N  -2.25114  3.50827  -0.56521
H  -3.76034  2.58888  -2.70648
H  -2.41527  1.84826  -3.38045
H  -2.46496  3.61017  -3.19987
H  -2.50702  1.52932  -1.01026
H  -0.10564  2.94264  -2.30581
H  -0.25972  1.25509  -2.01439
H  2.00498  3.74576  -0.76118
H  2.07237  2.00160  -1.22581
H  2.11926  2.58247  0.47173
H  -2.02894  4.31299  -1.13368
H  -1.41357  3.38375  -0.01471
C  -5.58247  -1.21608  3.07585
C  -4.07237  -1.22299  2.99495
C  -3.49031  -0.09240  2.06667
O  -2.09044  -0.00374  2.31825
C  -1.42730  1.13393  1.92616
N  -3.41129  -1.24074  4.23345
H  -5.98317  -1.18010  2.06281
H  -5.85010  -0.37096  3.71010
H  -5.86856  -2.11885  3.61552
H  -3.77362  -2.18259  2.57303
H  -4.13486  0.77402  2.21490
H  -3.52599  -0.52282  1.06589
H  -1.85253  1.99760  2.43741
H  -1.43934  1.29761  0.84858
H  -0.40718  0.97875  2.27742
H  -2.54572  -0.72989  4.13388
H  -3.94796  -0.69967  4.89628
C  -1.22939  -2.54248  -4.40025
O  -0.30607  -2.29280  -5.10861
N  -2.32398  -3.15113  -4.70629
N  -1.21132  -2.21864  -3.16353
H  -2.38106  -3.55336  -5.63098
H  -3.07827  -3.18028  -4.03526
H  -0.42064  -1.75317  -2.74130
H  -1.98595  -2.30106  -2.52069
C  1.29820  -1.34334  -0.85211
O  1.06818  -1.20270  -2.05185
N  1.01508  -0.43718  0.09206
N  1.84097  -2.39425  -0.24543
H  0.82959  0.47250  -0.30567
H  1.26865  -0.55447  1.06265
H  1.89820  -3.27280  -0.74035
H  1.78382  -2.29442  0.75800
C  0.94424  -1.51003  3.87531
O  1.57092  -1.39798  2.87617
N  -0.31401  -1.85098  3.97648
N  1.42282  -1.44104  5.09870
H  -0.66009  -1.84537  3.02764
H  -0.86094  -1.46483  4.73269
H  0.78233  -1.44131  5.87964
H  2.42352  -1.37833  5.22026
C  4.86660  -0.27502  1.29527
O  4.70282  -1.45333  1.07882
N  5.71616  0.41986  0.64050
N  4.10017  0.33399  2.13068
H  5.98382  1.35239  0.92132
H  6.20537  -0.11038  -0.06634
H  4.21756  1.27302  2.48357
H  3.38239  -0.31165  2.42741
C  3.48590  0.59856  -4.07881
O  2.72006  1.39852  -3.63199
N  4.64791  1.04869  -4.43234
N  3.42858  -0.70656  -3.91864
H  5.50306  0.53825  -4.60047
H  4.56920  2.05470  -4.38961
H  2.53541  -0.99125  -3.54274
H  4.05111  -1.26698  -4.48300

No. 2
Here is 8 unconnected molecules or ions with the total composition C13H42N6O13 at a distorted geometry from the Open Molecules 2025 dataset. Energies are from the ωB97M-V functional and the def2-TZVPD basis.

As for the SMILES: NC(N)=O.NC(N)=O.NC(N)=O.OCCO.OCCO.OCCO.OCCO.OCCO. The LUMO energy is 0.20 eV. The value obtained for the total energy is -1827.203224 a.u. As for the total charge: 0. The largest force on an atom comes out at 3.6 eV/Å. The energy above the lowest of the compared OMol25 structures with the same formula, charge and spin comes out at 9.6 kcal per mole.

CARTESIAN COORDINATES (ANGSTROEM)
C  -2.79181  2.30541  -1.83777
C  -1.49821  2.96749  -2.05194
O  -0.40607  2.14800  -1.62679
O  -3.03059  1.20285  -2.76570
H  -3.69716  2.95080  -1.97417
H  -2.89242  1.99236  -0.78110
H  -1.47560  3.93872  -1.49772
H  -1.42706  3.23805  -3.13545
H  -0.16057  1.58913  -2.36979
H  -2.68220  0.42613  -2.28728
C  -0.29849  -0.51915  5.14136
C  0.87695  -0.92693  5.99272
O  0.38711  -1.34514  7.25450
O  -1.16548  -1.57476  4.75726
H  0.09877  -0.01633  4.22979
H  -0.86074  0.23618  5.72113
H  1.61915  -0.11055  5.96853
H  1.37750  -1.76769  5.48526
H  1.12327  -1.80143  7.67582
H  -0.58843  -2.32011  4.58838
C  -5.31752  0.13834  1.14063
C  -5.14475  -1.31821  0.78332
O  -4.64169  -1.48273  -0.53174
O  -4.03609  0.79935  1.18985
H  -5.83597  0.20036  2.09733
H  -5.97718  0.63574  0.41864
H  -6.11611  -1.79880  0.80810
H  -4.49856  -1.76604  1.55593
H  -3.93985  -0.84564  -0.68674
H  -3.62461  0.79905  2.06240
C  -0.80439  3.54641  1.74127
C  0.60156  3.44662  1.22343
O  1.52291  4.10617  2.03935
O  -0.80554  2.97095  3.08551
H  -1.55263  3.00617  1.11594
H  -1.19240  4.59710  1.81480
H  0.64351  3.86037  0.21226
H  0.96214  2.44494  1.11440
H  1.38306  3.72543  2.93344
H  -1.67759  2.63019  3.29869
C  0.00326  -1.40495  0.72944
C  -1.33277  -1.79456  0.16272
O  -1.66553  -1.08787  -1.02222
O  1.00541  -1.57174  -0.29421
H  0.22943  -2.07205  1.56154
H  0.02606  -0.35097  1.04799
H  -2.10675  -1.61608  0.91031
H  -1.28688  -2.87499  -0.01992
H  -0.90066  -1.14002  -1.62259
H  1.48615  -0.73774  -0.33411
C  0.68035  -0.73796  -3.98542
O  0.09389  -0.07329  -3.13083
N  1.02204  -0.14444  -5.34647
N  1.26700  -1.97986  -3.69254
H  0.48873  0.67673  -5.58931
H  1.01178  -0.76882  -6.12860
H  1.26121  -2.19608  -2.71681
H  2.17210  -2.14177  -4.08603
C  4.29910  -4.13248  -2.28153
O  4.17935  -5.36323  -2.29326
N  3.23281  -3.30542  -1.78547
N  5.46282  -3.51616  -2.74539
H  2.45937  -3.76693  -1.32540
H  3.39225  -2.37667  -1.45906
H  5.44271  -2.51235  -2.85644
H  6.02788  -4.10252  -3.31827
C  3.83481  0.61176  -1.72689
O  4.12622  -0.46242  -2.21871
N  4.82435  1.63247  -1.48913
N  2.46800  0.94096  -1.40416
H  4.60887  2.36050  -0.86145
H  5.77466  1.32435  -1.46482
H  1.73510  0.48707  -1.96258
H  2.22067  1.88869  -1.15427

No. 3
Here is 8 unconnected molecules or ions with the total composition C13H42O8 at a distorted geometry from the Open Molecules 2025 dataset. Energies are from the ωB97M-V functional and the def2-TZVPD basis.

As for the SMILES: CCO.CCO.CCO.CCO.CCO.CO.CO.CO. The LUMO energy is 0.40 eV. The value obtained for the total energy is -1122.282569 a.u. As for the total charge: 0. The largest force on an atom comes out at 1.7 eV/Å. The energy above the lowest of the compared OMol25 structures with the same formula, charge and spin comes out at 86.8 kcal per mole.

CARTESIAN COORDINATES (ANGSTROEM)
C  6.47159  19.21391  -17.96626
O  5.76807  20.16130  -18.77364
H  7.54559  19.35292  -18.11443
H  6.28512  19.53093  -16.93865
H  6.15357  18.17929  -18.09491
H  6.27409  20.34446  -19.58187
C  8.47238  20.76333  -15.03728
O  7.39408  20.77592  -14.13647
H  8.15926  20.67826  -16.08953
H  9.06036  21.67569  -15.00111
H  9.04057  19.83389  -14.89591
H  6.73404  20.11057  -14.38448
C  6.37123  17.36427  -13.78810
O  5.76886  18.46779  -14.48633
H  7.44649  17.47948  -13.93035
H  6.17488  17.45887  -12.71951
H  6.06886  16.42078  -14.24111
H  4.81763  18.32997  -14.52570
C  7.46182  18.62111  -22.55312
C  7.79931  19.05975  -21.11290
O  7.72477  20.49253  -20.94217
H  6.56348  19.03690  -23.00238
H  7.26414  17.56852  -22.30634
H  8.28388  18.69576  -23.25934
H  8.80108  18.69035  -20.87702
H  7.12771  18.57559  -20.41658
H  8.57518  20.81518  -21.25665
C  5.20694  16.42049  -20.64024
C  3.72484  16.20563  -20.39222
O  3.15810  15.03041  -20.93463
H  5.85297  15.83917  -19.97961
H  5.40550  17.48361  -20.55194
H  5.38788  16.02816  -21.64617
H  3.20798  17.10754  -20.73990
H  3.47287  16.16145  -19.33060
H  3.25587  15.03307  -21.89254
C  2.80034  22.52402  -18.72618
C  2.66408  21.23300  -17.95050
O  3.66197  21.07801  -16.94412
H  2.64332  23.44855  -18.17003
H  2.17677  22.54600  -19.62263
H  3.83797  22.56237  -19.08431
H  2.77077  20.41679  -18.67656
H  1.66302  21.14077  -17.52354
H  4.46006  20.87953  -17.45766
C  2.87545  19.85784  -21.65344
C  3.13574  20.85943  -22.77275
O  2.04708  21.01713  -23.67028
H  2.91068  18.87768  -22.14213
H  1.84582  20.00724  -21.32846
H  3.60996  19.93899  -20.85744
H  4.05797  20.62801  -23.32045
H  3.36225  21.84012  -22.33927
H  2.13835  20.32767  -24.33567
C  9.80703  21.97786  -18.37123
C  11.28524  22.29790  -18.35886
O  11.53535  23.66125  -18.71414
H  9.61792  20.89946  -18.29977
H  9.20980  22.43478  -19.15603
H  9.33225  22.27861  -17.42859
H  11.83514  21.69268  -19.08358
H  11.67476  22.11919  -17.35255
H  11.70223  24.17943  -17.92552

Number 1: HOMO level -8.90 eV. Number 2: HOMO level -9.66 eV. Number 3: HOMO level -9.75 eV.